# 1
109
Properties=species:S:1:pos:R:3:mulliken_charge:R:1 method="wB97M-V/def2-TZVPD" multiplicity=1 gap_ev=8.85 total_charge=0 energy_ha=-24329.2901 e_lumo_ha=0.004 mol_weight_g_mol=2086.6
C 0.9130 2.0096 0.4130 -0.646
Si -0.6204 1.0086 0.8533 -0.196
C -1.3047 1.7273 2.4547 -1.020
C -1.8101 1.2103 -0.6094 -0.692
C -2.8812 0.1153 -0.7615 -0.124
C -4.0404 0.1418 0.2241 1.042
F -4.2982 1.3820 0.7083 -0.342
F -5.1554 -0.2355 -0.4859 -0.385
C -3.8862 -0.9013 1.3867 1.281
O -4.6547 -2.0724 1.0307 -0.291
C -4.0528 -3.2280 1.3635 0.549
O -3.4753 -3.4604 2.3761 -0.364
Br -4.1860 -4.5880 0.0166 -0.120
P -4.4507 -0.3328 3.0787 0.092
S -3.2160 -0.6802 4.5489 -0.355
C -0.2338 -0.8292 0.9881 0.777
C 0.1544 -1.4677 -0.2015 -0.540
C 0.3925 -2.8328 -0.2030 -0.357
C 0.2495 -3.5520 0.9737 0.058
C -0.1132 -2.9381 2.1624 -1.214
C -0.3625 -1.5680 2.1630 0.060
H 1.6005 1.4179 -0.1936 0.148
H 0.5915 2.8772 -0.1705 0.363
H 1.4132 2.3664 1.3126 -0.064
H -2.3954 1.7630 2.4643 0.193
H -0.9432 2.7510 2.5521 0.459
H -1.0032 1.0994 3.2923 0.339
H -2.2599 2.2038 -0.6340 0.665
H -1.1862 1.1256 -1.5061 0.281
H -2.4386 -0.8807 -0.7948 0.332
H -3.3542 0.2755 -1.7324 -0.409
H -2.8392 -1.2058 1.3939 -1.109
H -4.7473 1.0342 3.0457 0.126
H -5.6343 -1.0608 3.2758 0.090
H 0.2564 -0.8829 -1.1098 0.496
H 0.6823 -3.3167 -1.1273 0.259
H 0.4060 -4.6227 0.9825 0.069
H -0.2301 -3.5152 3.0695 0.496
H -0.7007 -1.0765 3.0675 0.060
C -6.9154 -7.1571 -0.8259 0.009
Cl -6.0607 -8.0655 0.4197 -0.101
Cl -8.0172 -8.2146 -1.7194 -0.138
Cl -7.7776 -5.7913 -0.1230 -0.076
H -6.1856 -6.7696 -1.5244 0.297
C 2.7846 4.2238 4.1676 -0.059
Cl 2.8954 4.8076 2.5055 -0.123
Cl 1.9717 2.6580 4.2267 -0.093
Cl 4.3836 4.1262 4.9002 -0.097
H 2.1945 4.9310 4.7347 0.344
C 1.1468 -6.8143 -1.4825 -0.037
Cl -0.1635 -7.1941 -0.3625 -0.103
Cl 0.5385 -5.9016 -2.8657 -0.120
Cl 2.4370 -5.9302 -0.6675 -0.085
H 1.5555 -7.7463 -1.8489 0.352
C 4.3042 -0.8655 1.1629 0.298
Cl 5.1374 -2.3486 0.6763 -0.133
Cl 4.5283 0.4053 -0.0443 -0.063
Cl 2.5892 -1.1756 1.4268 0.088
H 4.7410 -0.5219 2.0920 -0.109
C 7.5531 2.1254 2.3079 -0.070
Cl 6.2269 1.1047 2.8928 -0.137
Cl 7.0549 3.0165 0.8737 -0.035
Cl 8.0908 3.2174 3.5841 -0.112
H 8.3813 1.4862 2.0395 0.322
C -4.8746 1.0225 -4.6365 0.219
Cl -5.2862 -0.2856 -5.7450 -0.132
Cl -3.1259 1.1095 -4.3972 -0.137
Cl -5.5013 2.5623 -5.2207 -0.059
H -5.3343 0.8106 -3.6794 0.100
C 8.8505 6.8576 1.5180 -0.001
Cl 9.6749 5.3778 1.0311 -0.045
Cl 9.0558 8.0889 0.2692 -0.116
Cl 7.1407 6.5658 1.8313 -0.073
H 9.3055 7.2148 2.4324 0.260
C 7.9482 6.6458 -3.8042 -0.040
Cl 8.7893 6.3040 -2.2951 -0.043
Cl 7.0456 5.2319 -4.3588 -0.093
Cl 6.8761 8.0357 -3.6185 -0.139
H 8.6861 6.8890 -4.5567 0.307
C 12.9449 7.5993 1.5667 0.103
Cl 12.9093 6.6323 0.0951 -0.097
Cl 12.1344 6.7676 2.9016 -0.123
Cl 14.6045 8.0017 2.0065 -0.134
H 12.4127 8.5222 1.3764 0.247
C 8.6002 -0.5273 -1.4363 -0.103
Cl 7.8284 -1.9729 -2.0838 -0.116
Cl 8.2663 0.8693 -2.4592 -0.082
Cl 8.0624 -0.2169 0.2160 -0.075
H 9.6694 -0.6898 -1.4211 0.355
C -7.0692 6.3731 -4.8188 0.069
Cl -7.5145 8.0201 -5.2627 -0.126
Cl -6.8740 5.3678 -6.2561 -0.127
Cl -5.5996 6.3609 -3.8444 -0.108
H -7.8708 5.9559 -4.2242 0.286
C -11.3901 -7.3975 1.7286 0.039
Cl -12.4160 -8.7660 2.1861 -0.166
Cl -10.4567 -6.8318 3.1130 -0.120
Cl -10.3272 -7.8305 0.3949 -0.055
H -12.0343 -6.5914 1.4032 0.266
C -15.9908 -7.9870 2.9292 0.608
Cl -16.9859 -9.1331 2.0315 -0.122
Cl -16.1313 -6.3641 2.2488 -0.131
Cl -16.4151 -7.9900 4.6405 -0.123
H -14.9584 -8.2938 2.8369 -0.210
C 6.3552 0.1428 -6.2823 -0.044
Cl 7.0066 1.7628 -6.0144 -0.086
Cl 7.3579 -1.0712 -5.4908 -0.084
Cl 4.6870 0.0406 -5.7191 -0.115
H 6.3642 -0.0506 -7.3463 0.340

# 2
93
Properties=species:S:1:pos:R:3:mulliken_charge:R:1 method="wB97M-V/def2-TZVPD" smiles="C[C@H](F)c1ccc2c(c1CON=O)C(=O)c1c(Br)ccc([PH2]=S)c1C2=O.O=S1(=O)OCCO1.O=S1(=O)OCCO1.O=S1(=O)OCCO1.O=S1(=O)OCCO1.O=S1(=O)OCCO1" multiplicity=1 gap_ev=6.33 total_charge=0 energy_ha=-8311.9019 e_lumo_ha=-0.057 mol_weight_g_mol=1076.8
C 7.5888 -0.9473 2.0551 -0.942
C 7.3411 -2.2116 0.9971 0.218
F 7.9866 -1.9286 -0.3071 -0.334
C 5.6930 -2.2379 0.7461 0.256
C 5.1283 -1.4149 -0.5797 -0.643
C 3.4762 -1.3754 -0.8376 -0.613
C 2.5387 -2.1662 0.2513 0.393
C 3.1263 -2.9998 1.5771 0.101
C 4.7467 -3.0357 1.8226 0.387
C 5.3194 -3.8685 3.1334 -0.598
O 5.1308 -2.9929 4.3004 -0.056
N 5.6463 -3.5371 5.4223 0.070
O 5.6797 -2.5798 6.2155 -0.334
C 2.0084 -3.7128 2.5967 0.230
O 2.1294 -4.9423 3.1030 -0.513
C 0.6663 -2.7604 2.8969 0.325
C 0.0030 -2.6099 4.4021 -0.260
Br 0.7877 -3.6041 6.0004 -0.134
C -1.3009 -1.5948 4.5683 -0.392
C -1.8951 -0.7951 3.2331 -0.232
C -1.2265 -0.9391 1.7173 0.336
P -1.8289 -0.0142 0.1589 0.520
S -3.0574 -1.0893 -0.9627 -0.383
C 0.0750 -1.9399 1.5650 0.203
C 0.8721 -2.1416 0.1082 -0.077
O 0.2437 -2.3010 -1.0676 -0.470
H 6.6020 -0.6545 2.6484 0.262
H 7.9489 0.0261 1.4920 0.311
H 8.4319 -1.1822 2.8543 0.279
H 7.7397 -3.1862 1.5072 0.259
H 5.8362 -0.8257 -1.3262 0.323
H 3.0797 -0.7661 -1.7629 0.531
H 6.4476 -4.1721 3.0223 0.222
H 4.7271 -4.8689 3.3488 0.386
H -1.7602 -1.4739 5.6449 0.296
H -2.8036 -0.0824 3.4264 0.219
H -0.6574 0.2166 -0.6851 -0.075
H -2.3757 1.3161 0.4277 0.090
C -5.5804 4.5348 0.0307 -0.351
C -6.2532 3.1649 0.0124 -0.363
O -5.2713 2.2602 0.5126 -0.246
S -4.3385 3.0391 1.6006 1.164
O -4.8384 2.7352 2.9231 -0.502
O -2.9550 2.8664 1.2231 -0.656
O -4.7945 4.5576 1.2212 -0.337
H -4.9071 4.6548 -0.8242 0.279
H -6.3071 5.3516 0.0379 0.313
H -6.5728 2.8712 -0.9903 0.330
H -7.1128 3.1389 0.6904 0.285
C -3.6782 4.4029 7.7827 -0.373
C -3.9018 2.9132 8.0291 -0.329
O -4.3083 2.3834 6.7694 -0.310
S -3.5800 3.2282 5.5794 1.252
O -2.4084 2.4936 5.1565 -0.575
O -4.5940 3.6897 4.6601 -0.501
O -3.0885 4.4905 6.4866 -0.340
H -4.6286 4.9459 7.7618 0.285
H -3.0204 4.8511 8.5320 0.309
H -4.6635 2.7266 8.7899 0.310
H -2.9693 2.4174 8.3189 0.289
C -4.3821 -2.5086 -5.5650 -0.371
C -3.1933 -1.6273 -5.1912 0.176
O -3.6991 -0.2944 -5.2012 -0.277
S -5.2658 -0.3187 -4.7480 1.040
O -5.3330 0.0008 -3.3393 -0.424
O -6.0422 0.3737 -5.7501 -0.572
O -5.5100 -1.9217 -4.9181 -0.339
H -4.5616 -2.4912 -6.6448 0.324
H -4.2491 -3.5426 -5.2357 0.322
H -2.3621 -1.7296 -5.8928 0.205
H -2.8427 -1.8478 -4.1774 0.019
C 1.3217 -0.9999 -8.8547 -0.318
C 0.5622 -2.1921 -9.4305 -0.324
O 0.5503 -3.1654 -8.3887 -0.315
S 0.5146 -2.4000 -6.9488 1.036
O -0.8578 -2.3557 -6.4953 -0.525
O 1.5963 -2.9052 -6.1358 -0.550
O 0.9200 -0.9159 -7.4883 -0.286
H 2.4027 -1.1707 -8.8820 0.280
H 1.0878 -0.0693 -9.3787 0.312
H 1.0372 -2.5942 -10.3285 0.316
H -0.4760 -1.9263 -9.6562 0.271
C 2.6647 3.5488 0.2029 -0.381
C 1.4852 3.3670 -0.7487 -0.053
O 2.0673 3.2356 -2.0436 -0.314
S 3.5183 2.5045 -1.9006 0.992
O 3.3437 1.0965 -2.1805 -0.468
O 4.5088 3.3216 -2.5622 -0.556
O 3.6882 2.6854 -0.2893 -0.308
H 3.0416 4.5762 0.1716 0.295
H 2.4081 3.2874 1.2330 0.338
H 0.7934 4.2122 -0.7209 0.331
H 0.9399 2.4432 -0.5284 0.030